A molecular structure, C4H10N2O2. Source: the OMol25 dataset; level of theory: ωB97M-V/def2-TZVPD.

Structure (XYZ):
```
18
Properties=species:S:1:pos:R:3
C -0.06055 -0.24989 0.30384
C 0.07264 -0.48622 2.22388
C -1.27462 -1.08322 -1.58091
C 0.65157 1.86791 -0.63433
N -1.02178 -0.99054 -0.14012
N 0.80398 0.43250 -0.51900
O -1.81852 -1.62690 0.59037
O 2.15218 0.05488 -0.38582
H 0.36790 -1.51406 2.33038
H 0.80435 0.23068 2.56500
H -0.93064 -0.28527 2.55401
H -2.14993 -0.48334 -1.82703
H -0.40652 -0.74344 -2.13637
H -1.50111 -2.12547 -1.79824
H 1.10234 2.41155 0.20670
H 1.13186 2.18528 -1.56067
H -0.41070 2.09931 -0.68199
H 2.48753 0.30622 0.49031
```

## Properties
LUMO, hartree: 0.0253
Molecular weight, Da: 118.14
HOMO-LUMO gap, eV: 9.08
Largest force on an atom, Eh/bohr: 0.096
HOMO energy, eV: -8.39

=====

A gas-phase ion, C5H8N (charge +1). Source: the OMol25 dataset; level of theory: ωB97M-V/def2-TZVPD.

Structure (XYZ):
```
14
Properties=species:S:1:pos:R:3
C -0.16206 1.49378 1.76829
C 0.14416 0.84768 0.70052
N 0.20069 0.93815 -0.70180
C 1.28748 0.05491 -0.90694
C 0.13787 -0.36092 -0.06105
C -1.05362 -1.79034 -0.36143
H -0.06256 2.53600 1.71781
H -0.02355 0.91055 2.64303
H -0.39197 1.39632 -1.40122
H 2.15589 0.46503 -0.44594
H 1.43058 -0.48155 -1.86228
H -0.89271 -2.35101 0.62856
H -0.66436 -2.10967 -1.24102
H -2.10585 -1.54892 -0.47654
```

## Properties
LUMO, hartree: -0.1287
Molecular weight, Da: 82.13
HOMO-LUMO gap, eV: 11.55
Largest force on an atom, Eh/bohr: 0.115
HOMO energy, eV: -15.05
Charge: +1

=====

A molecular structure, C17H24N2O5S. Source: the OMol25 dataset; level of theory: ωB97M-V/def2-TZVPD.

Structure (XYZ):
```
49
Properties=species:S:1:pos:R:3
C -1.54103 -2.39828 -3.42937
H -2.10912 -2.82515 -4.26393
H -0.74745 -3.08790 -3.21799
H -0.95628 -1.63577 -4.00370
C -2.36123 -2.03758 -2.48120
C -1.54509 -1.36650 -1.20284
H -1.02165 -0.54189 -1.43722
H -0.84131 -2.00471 -0.96159
S -2.62867 -0.67522 -0.00111
O -3.37428 0.27949 -0.45456
O -3.24806 -1.64642 0.71818
N -1.65572 0.03453 1.14565
C -0.76557 0.87107 0.75961
C -1.41737 2.38325 0.93012
C -0.80004 3.43185 0.31092
C 0.44320 3.36844 0.11471
C 1.20373 2.01813 0.06209
C 0.50860 0.93388 0.53121
C 1.63601 0.05386 0.20751
C 2.63441 0.60128 -0.14479
N 2.39928 1.87890 -0.49583
C 3.25070 2.96631 -0.73361
H 4.29255 2.51219 -1.13699
H 2.87846 3.44386 -1.57393
H 3.58065 3.77415 -0.34939
C 4.05020 -0.03972 -0.63053
H 4.78775 0.19494 -0.04295
H 3.96232 -0.96640 -0.45369
H 4.09999 0.04261 -1.56863
C 1.52017 -1.51761 0.63232
O 2.21569 -2.20174 0.00159
O 0.51883 -1.83771 1.35393
C 0.43767 -3.15544 1.83309
C 1.17856 -3.66418 3.04237
H 0.85532 -2.96999 3.89529
H 2.30435 -3.18180 2.92247
H 1.06031 -4.57004 3.15720
H -0.66598 -3.33024 2.23276
H 0.73714 -3.75329 0.98315
H 0.88596 4.42240 -0.27184
H -1.22633 4.31643 0.60280
O -2.83019 2.35431 1.64593
C -3.61879 3.35544 1.23712
H -3.64211 3.51687 0.17403
H -4.60769 3.15748 1.49510
H -3.02048 4.20365 1.76717
H -0.92084 -0.91399 1.70283
H -2.94332 -1.22701 -2.61922
H -2.95330 -2.56676 -1.98426
```

## Properties
LUMO, hartree: 0.0210
Molecular weight, Da: 368.45
HOMO-LUMO gap, eV: 7.63
Largest force on an atom, Eh/bohr: 0.355
HOMO energy, eV: -7.06

=====

A molecular structure, C24H42Br2Cl4FN3OP. Source: the OMol25 dataset; level of theory: ωB97M-V/def2-TZVPD.

Structure (XYZ):
```
78
Properties=species:S:1:pos:R:3
C 1.16321 1.86678 4.41124
C 1.35753 0.29253 4.27549
C 1.00024 -0.54600 2.95461
C 1.26096 0.01919 1.45138
C 2.81382 0.52599 1.60396
C 3.92021 -0.45669 2.28067
F 4.69879 0.23501 3.37903
C 0.87591 -1.17360 0.32974
Br 2.70705 -1.62552 -0.55090
C 0.67563 -2.71968 0.84865
Cl 2.03318 -4.05379 0.73188
C -0.51185 -3.31190 1.52861
C -0.60311 -4.90559 2.03896
Cl -2.03785 -2.35685 1.84059
C -0.06078 -0.59094 -0.95844
C -1.43768 -1.30749 -1.37454
C -2.93905 -0.87820 -1.09163
C -3.74825 -0.13229 -2.36309
C -3.87286 -2.27726 -1.02098
N 0.81281 -1.32138 -1.98842
C 0.89895 -0.86572 -3.37759
C 1.34089 -2.24282 -4.24498
N 0.10457 0.94571 -0.78945
N 1.34551 1.25436 -1.11300
C 1.87825 2.09476 -1.91008
C 1.70623 2.54203 -3.49422
C 3.17930 2.98534 -1.31311
P -1.17883 1.97743 -1.57540
O -1.29979 1.60893 -3.30989
Cl -0.74547 4.04974 -1.63161
C 0.18126 1.13313 0.76866
Cl 0.80758 2.88313 1.18081
C -1.21816 1.26423 1.60742
C -2.12338 2.58806 1.56512
C -3.68367 2.09421 1.19871
Br -2.36967 3.52600 3.36219
H 2.12804 2.48678 4.07682
H 1.06122 2.12235 5.57551
H 0.25696 2.38600 3.90422
H 0.71649 -0.20158 5.16013
H 2.47738 0.02858 4.60029
H -0.15823 -0.80917 3.08993
H 1.51226 -1.60752 3.17168
H 3.29688 0.93703 0.59122
H 2.89935 1.49231 2.30633
H 4.76128 -0.63980 1.44815
H 3.57373 -1.53152 2.57035
H -1.73067 -5.19620 2.30128
H 0.02613 -5.07838 3.01296
H -0.30663 -5.64129 1.15015
H -1.37077 -2.42197 -0.93319
H -1.52979 -1.56089 -2.54774
H -3.25370 -0.28668 -0.16191
H -3.19818 -0.27283 -3.38626
H -3.85217 1.02049 -2.06905
H -4.84229 -0.51859 -2.49696
H -4.88339 -2.02765 -0.44048
H -4.15180 -2.62865 -2.12746
H -3.34629 -3.17309 -0.51236
H 0.43898 -2.31761 -2.08348
H 1.83820 -0.18478 -3.51501
H -0.06496 -0.53140 -3.93557
H 2.15288 -2.78154 -3.56075
H 1.93357 -1.90335 -5.21848
H 0.42104 -2.92616 -4.48134
H 1.13719 1.77455 -4.16291
H 2.77514 2.66713 -4.01535
H 1.18042 3.58395 -3.64234
H 3.26884 2.96444 -0.15953
H 2.97712 4.12284 -1.61491
H 4.14635 2.67354 -1.90556
H -2.19257 2.00148 -3.55673
H -1.08990 1.11982 2.78893
H -1.87271 0.35561 1.29663
H -1.90173 3.43081 0.81401
H -3.83304 2.05640 0.01504
H -4.42151 2.85545 1.72246
H -3.91057 1.04022 1.68090
```

## Properties
LUMO, hartree: -0.1410
Molecular weight, Da: 740.21
HOMO-LUMO gap, eV: 6.91
Largest force on an atom, Eh/bohr: 0.112
HOMO energy, eV: -10.75
Charge: +1

=====

A molecular structure, C2H3CuFOP. Source: the OMol25 dataset; level of theory: ωB97M-V/def2-TZVPD.

Structure (XYZ):
```
9
Properties=species:S:1:pos:R:3
P 1.27931 -0.78782 -1.29413
F 0.65940 0.93375 -0.78281
Cu 2.75357 1.31128 -3.25374
O -1.47244 -0.11310 -0.03795
C -0.83008 -0.75908 1.08303
C -0.31347 0.42588 0.42633
H -0.41391 -1.74858 0.88126
H -1.34823 -0.65317 2.03796
H -0.31416 1.39084 0.94004
```

## Properties
⟨S²⟩: 0.78
LUMO (alpha / beta), hartree: -0.2139 / -0.2113
Molecular weight, Da: 156.56
HOMO-LUMO gap (alpha / beta), eV: 6.77 / 6.27
Largest force on an atom, Eh/bohr: 0.074
HOMO energy (alpha / beta), eV: -12.59 / -12.02
Charge: +1
Multiplicity: 2

=====

A single C24H18N6O2 molecule. Source: the OMol25 dataset; level of theory: ωB97M-V/def2-TZVPD.

Structure (XYZ):
```
50
Properties=species:S:1:pos:R:3
N 7.57651 0.97958 1.85809
C 6.91310 -0.00732 1.68690
C 5.85563 -0.94583 1.61475
C 4.59345 -0.47188 1.79724
C 3.54461 -1.39388 1.72677
C 3.72195 -2.71947 1.24390
C 2.65498 -3.69746 1.34661
C 2.83195 -5.07156 1.45387
N 1.57301 -5.70373 1.38283
C 0.63594 -4.81001 1.10730
C -0.78683 -4.79318 0.51760
C -1.36713 -3.58852 0.35840
C -0.65376 -2.31220 0.76283
C -1.14499 -0.89180 0.67790
C -2.30389 -0.64800 -0.08954
C -2.79384 0.63555 -0.22706
C -2.08924 1.77454 0.44130
C -2.63151 3.12516 0.24684
O -2.67012 3.88911 1.17569
N -2.81748 3.69035 -1.06984
C -2.42911 3.06019 -2.43070
C -3.63260 2.93491 -3.38915
N -4.14984 4.22607 -3.62802
C -4.10107 5.30222 -2.64383
O -4.44763 6.38625 -3.16031
C -3.40764 5.05917 -1.22118
C -1.06879 1.49373 1.32055
C -0.54514 0.21237 1.36810
N 0.60202 -2.39292 1.20893
N 1.25310 -3.54957 1.29285
C 4.99364 -3.11296 1.00076
C 6.11728 -2.30679 1.20488
H 4.52085 0.60969 1.95805
H 2.51444 -1.06007 1.89136
H 3.74027 -5.53817 1.59792
H -1.25869 -5.75136 0.17193
H -2.40737 -3.68374 0.00720
H -2.80259 -1.45801 -0.58854
H -3.63527 0.89981 -0.88982
H -2.02369 2.10188 -2.37354
H -1.64129 3.86175 -2.74210
H -3.50123 2.33195 -4.28344
H -4.46839 2.41685 -2.96381
H -4.37578 4.49020 -4.54775
H -4.03295 5.04931 -0.38161
H -2.70844 5.87011 -1.15848
H -0.51540 2.35494 1.76526
H 0.38815 0.06373 1.88488
H 5.23964 -4.14815 0.60571
H 7.14121 -2.76282 1.11150
```

## Properties
LUMO, hartree: -0.0310
Molecular weight, Da: 422.45
HOMO-LUMO gap, eV: 7.76
Largest force on an atom, Eh/bohr: 0.124
HOMO energy, eV: -8.60

=====

A molecular structure, C28H35N5P2Pt. Source: the OMol25 dataset; level of theory: ωB97M-V/def2-TZVPD.

Structure (XYZ):
```
71
Properties=species:S:1:pos:R:3
Pt -0.70842 0.22940 1.48527
C 3.40481 -0.36791 -0.49416
C 2.67926 0.22565 -1.44961
C 2.34058 -0.41171 -2.78151
C 1.84115 -1.85301 -2.67635
C 0.96597 -2.17474 -1.47725
C 1.34764 -2.40024 -0.21658
C 2.73403 -2.63813 0.26880
C 3.79234 -1.80878 -0.45770
C -2.29800 -0.40177 2.70808
H 3.89186 0.23951 0.27413
H 2.55903 1.31587 -1.41660
H 3.24402 -0.42988 -3.41347
H 1.61035 0.20954 -3.31939
H 1.27623 -2.07239 -3.59586
H 2.70163 -2.53405 -2.71331
H -0.05409 -2.46100 -1.78998
H 0.60965 -2.63552 0.54831
H 3.01410 -3.70052 0.13897
H 2.73526 -2.40420 1.34429
H 4.74942 -1.90797 0.07351
H 3.92258 -2.18013 -1.47966
H -1.93917 -0.26289 3.74230
H -2.66705 -1.41293 2.51053
H -3.04880 0.36819 2.50183
P -1.83102 -0.57619 -0.34207
P 0.38513 1.75544 0.29278
N -1.85891 -2.41513 -0.08614
N -3.55187 -0.29220 -0.61117
N 2.04063 1.83420 1.10601
N 0.02632 3.47182 0.54811
C -1.01455 0.27579 -1.75714
C -0.08160 1.48522 -1.41813
C -1.41643 -2.96365 1.13402
C -1.39382 -4.34610 1.04770
C -1.91101 -4.68255 -0.23601
C -2.21150 -3.48978 -0.90025
C -4.55671 -0.62040 0.32202
C -5.76790 -0.73136 -0.33006
C -5.53270 -0.47622 -1.71678
C -4.18584 -0.17806 -1.86445
C 2.33365 0.93967 2.14827
C 3.61506 1.18839 2.63543
C 4.17673 2.20038 1.80645
C 3.18145 2.60853 0.90312
C 0.66877 4.51905 -0.13108
C 0.03867 5.72323 0.18599
C -1.03324 5.40994 1.08795
C -1.02156 4.03430 1.28895
H -1.79885 0.61935 -2.45803
H -0.43186 -0.48670 -2.32068
H 0.82348 1.37812 -2.00379
H -0.55295 2.39654 -1.79474
H -1.06623 -2.31853 1.93962
H -1.01244 -4.99838 1.82950
H -2.00226 -5.67510 -0.62729
H -2.66353 -3.30925 -1.85488
H -4.34130 -0.65472 1.38052
H -6.71997 -0.94057 0.14071
H -6.27047 -0.49139 -2.49948
H -3.62756 0.19233 -2.72026
H 1.57282 0.24713 2.47703
H 4.03869 0.69961 3.49941
H 5.18053 2.58391 1.86906
H 3.17864 3.42066 0.18931
H 1.51053 4.31685 -0.76635
H 0.32519 6.70068 -0.18828
H -1.72692 6.11625 1.53816
H -1.62439 3.39631 1.92539
N -0.16323 2.13809 3.97733
C -0.43004 1.46406 3.03966
```

## Properties
⟨S²⟩: 6.04
LUMO (alpha / beta), hartree: -0.2017 / -0.3367
Molecular weight, Da: 698.65
HOMO-LUMO gap (alpha / beta), eV: 5.18 / 4.40
Largest force on an atom, Eh/bohr: 0.070
HOMO energy (alpha / beta), eV: -10.67 / -13.56
Charge: +2
Multiplicity: 5

=====

2 unconnected molecules or ions with the total composition BH3OS. Source: the OMol25 dataset; level of theory: ωB97M-V/def2-TZVPD.

Structure (XYZ):
```
6
Properties=species:S:1:pos:R:3
B 0.55596 0.77266 -0.10499
O -0.57787 1.33404 -0.27339
S -0.62255 -1.61083 1.13601
H 1.51920 1.17444 -0.30154
H -1.56895 1.01101 -0.27317
H -0.23205 -1.39266 2.33547
```

## Properties
LUMO, hartree: -0.0184
Molecular weight, Da: 61.90
HOMO-LUMO gap, eV: 7.73
Largest force on an atom, Eh/bohr: 0.120
HOMO energy, eV: -8.23

=====

2 unconnected molecules or ions with the total composition C3H5ClO2P. Source: the OMol25 dataset; level of theory: ωB97M-V/def2-TZVPD.

Structure (XYZ):
```
12
Properties=species:S:1:pos:R:3
C 0.79082 0.05206 1.38082
C 0.17818 0.04014 0.22858
C 0.76145 0.33285 -1.05422
O -2.28189 -1.17452 1.17760
O -1.58291 -1.50429 -1.34974
P -1.37571 -0.94701 0.01808
Cl -1.76018 1.94027 -0.21788
H 0.46911 -0.39201 2.35868
H 1.75485 0.47368 1.53107
H 0.09520 0.67604 -1.82923
H 1.63795 1.11758 -1.00724
H 1.31312 -0.61480 -1.23651
```

## Properties
LUMO, hartree: 0.1385
Molecular weight, Da: 139.50
HOMO-LUMO gap, eV: 8.37
Largest force on an atom, Eh/bohr: 0.080
HOMO energy, eV: -4.60
Charge: -1

=====

Number 1: DFT total energy -11379.98682 eV. Number 2: DFT total energy -6792.74217 eV. Number 3: DFT total energy -42053.59340 eV. Number 4: DFT total energy -234243.68311 eV. Number 5: DFT total energy -60801.57983 eV. Number 6: DFT total energy -38211.85553 eV. Number 7: DFT total energy -58853.92499 eV. Number 8: DFT total energy -13605.70082 eV. Number 9: DFT total energy -29100.90830 eV.